{
  "formula": "C14H24FNO5PS",
  "method": "wB97M-V/def2-TZVPD",
  "multiplicity": 1,
  "e_lumo_ev": -4.4,
  "total_energy_ev": -49469.057,
  "gap_ev": 6.67,
  "total_charge": 1,
  "homo_ev": -11.024,
  "symbols": ["C", "C", "C", "C", "C", "O", "O", "C", "C", "F", "C", "P", "C", "C", "C", "N", "H", "H", "H", "H", "H", "H", "H", "H", "H", "H", "H", "H", "H", "H", "H", "H", "O", "S", "O", "O", "C", "C", "C", "H", "H", "H", "H", "H", "H", "H", "H"],
  "xyz": [[3.243, -0.788, 0.109], [2.003, 0.067, 0.157], [1.892, 1.132, -0.692], [0.772, 1.922, -0.624], [0.689, 3.117, -1.561], [-0.229, 3.153, -2.345], [1.682, 4.059, -1.549], [1.754, 4.874, -0.378], [3.088, 4.732, 0.322], [0.711, 4.671, 0.479], [-0.277, 1.636, 0.276], [-1.781, 2.724, 0.275], [-2.183, 3.308, 1.988], [-3.163, 1.715, -0.437], [-0.100, 0.552, 1.058], [1.017, -0.187, 0.990], [4.021, -0.432, 0.782], [2.957, -1.826, 0.291], [3.619, -0.743, -0.912], [2.677, 1.339, -1.405], [1.672, 5.905, -0.727], [3.883, 4.572, -0.405], [3.084, 3.925, 1.060], [3.327, 5.653, 0.856], [-3.126, 2.848, 2.299], [-1.385, 3.132, 2.708], [-2.359, 4.378, 1.905], [-3.743, 1.226, 0.350], [-2.741, 0.961, -1.104], [-3.782, 2.390, -1.023], [-0.872, 0.250, 1.754], [1.052, -0.973, 1.631], [-0.296, -5.342, 1.322], [-0.637, -5.573, -0.049], [0.349, -5.445, -1.076], [-1.886, -4.646, -0.420], [-1.756, -3.247, -0.154], [-0.873, -2.552, -1.175], [-1.444, -7.127, -0.210], [-1.385, -3.094, 0.864], [-2.761, -2.832, -0.196], [0.159, -2.896, -1.101], [-0.884, -1.470, -1.018], [-1.213, -2.765, -2.188], [-2.218, -7.202, 0.548], [-0.692, -7.900, -0.063], [-1.865, -7.200, -1.210]],
  "forces_ev_per_a": [[-0.8289, -0.2797, -0.2993], [1.9577, -0.6831, -0.5917], [-0.2170, 0.5327, -0.2810], [0.0637, 1.1910, -0.0802], [-1.6982, 0.0833, -1.1981], [1.5154, -0.1169, 0.6927], [-0.9366, -0.9571, 0.5462], [1.4036, 1.4361, -0.0123], [0.0263, -0.1814, 0.2894], [-0.1204, -0.5591, -0.0324], [-0.6148, 0.6757, -0.4736], [0.1987, 1.6517, -1.1212], [-0.3768, -0.8402, -0.2986], [0.4787, -0.3095, 0.8852], [-0.6144, -0.2507, 0.5569], [-0.7559, -0.5933, 1.1193], [-0.1110, -0.1221, 0.1483], [0.3545, 0.0142, 0.2712], [0.1351, -0.0012, 0.0931], [0.0778, 0.0457, 0.0687], [-0.2673, -0.1468, -0.2338], [-0.1071, -0.0598, -0.0402], [-0.0358, -0.0856, -0.1820], [-0.1498, -0.0338, 0.0137], [0.2072, -0.0388, 0.3371], [-0.0981, -0.0765, 0.0336], [0.1436, -0.0211, -0.0275], [-0.1322, -0.0600, -0.2195], [-0.0511, 0.0507, -0.0168], [-0.0395, -0.0291, 0.0890], [0.2023, -0.2315, 0.1404], [0.3857, -0.1167, -0.1697], [0.2280, 0.2361, -0.0130], [-0.4579, -0.4283, -0.1599], [0.2184, 0.1270, 0.1394], [-0.0456, -0.1577, 0.0536], [0.0817, 0.6561, -0.0130], [0.2759, -0.0682, 0.0044], [-0.1213, 0.0027, 0.0047], [0.0134, -0.1745, 0.0109], [-0.0890, -0.2579, -0.0226], [-0.0195, -0.0157, -0.0207], [-0.1438, 0.0063, -0.0118], [-0.0434, 0.0613, 0.0123], [0.0117, 0.0270, 0.0028], [0.0658, 0.0703, 0.0129], [0.0302, 0.0282, -0.0069]]
}

{
  "formula": "C14H24N2OS",
  "method": "wB97M-V/def2-TZVPD",
  "multiplicity": 1,
  "e_lumo_ev": 0.7,
  "smiles": "CC(C)N1CCN(Cc2ccsc2)C[C@@H]1CCO",
  "total_energy_ev": -30769.810,
  "e_above_lowest_kj_mol": 0.0,
  "gap_ev": 9.15,
  "homo_ev": -8.421,
  "symbols": ["C", "H", "H", "H", "C", "N", "C", "C", "N", "C", "H", "C", "C", "H", "H", "C", "O", "H", "H", "H", "H", "H", "C", "C", "C", "S", "C", "C", "H", "H", "H", "H", "H", "H", "H", "H", "H", "C", "H", "H", "H", "H"],
  "xyz": [[3.058, -0.091, 1.378], [3.447, 0.167, 2.360], [3.082, 0.804, 0.760], [3.712, -0.837, 0.936], [1.629, -0.625, 1.519], [1.161, -1.160, 0.240], [0.180, -2.221, 0.310], [-1.255, -1.736, 0.602], [-1.383, -0.333, 0.255], [-0.704, -0.049, -0.992], [-0.930, 0.978, -1.285], [0.824, -0.208, -0.816], [1.441, -0.629, -2.164], [1.225, 0.150, -2.897], [0.978, -1.556, -2.509], [2.951, -0.857, -2.092], [3.278, -2.030, -1.394], [2.725, -2.022, -0.593], [3.435, 0.016, -1.627], [3.360, -0.975, -3.100], [1.251, 0.758, -0.539], [-1.061, -0.715, -1.799], [-2.769, 0.101, 0.261], [-2.868, 1.593, 0.162], [-2.365, 2.451, 1.090], [-2.621, 4.097, 0.670], [-3.422, 3.633, -0.778], [-3.477, 2.286, -0.917], [-3.936, 1.791, -1.755], [-3.801, 4.388, -1.436], [-1.852, 2.210, 1.999], [-3.208, -0.231, 1.207], [-3.346, -0.361, -0.562], [-1.493, -1.842, 1.666], [-1.969, -2.362, 0.035], [0.195, -2.732, -0.658], [0.490, -2.945, 1.067], [0.751, 0.446, 2.176], [-0.255, 0.078, 2.342], [1.186, 0.727, 3.133], [0.689, 1.334, 1.552], [1.667, -1.490, 2.193]],
  "forces_ev_per_a": [[-0.2262, -0.2287, 0.1187], [0.0595, 0.0941, 0.0857], [0.0210, 0.1361, -0.0856], [0.0952, -0.0391, -0.0657], [0.2082, 0.2784, 0.2458], [0.0436, -0.2026, 0.1042], [-0.2018, -0.0900, -0.0290], [0.0399, -0.0066, 0.0852], [-0.1232, -0.0963, -0.1970], [0.1328, 0.0774, 0.1614], [0.0132, -0.0511, -0.0755], [-0.0188, -0.0198, -0.5757], [0.3127, 0.1242, 0.3799], [-0.0707, 0.0253, -0.1046], [-0.0748, -0.0206, -0.0654], [-0.2058, 0.2555, -0.2190], [0.1566, -0.4657, 0.1914], [-0.0528, 0.0790, -0.0848], [-0.0087, 0.0171, -0.0929], [-0.0204, 0.1167, 0.0793], [-0.0283, -0.0140, 0.0145], [0.0026, 0.0223, -0.0295], [0.1161, -0.0356, 0.1049], [-0.0704, 0.0467, 0.0861], [-0.0348, 0.3734, -0.0624], [-0.1386, -0.4795, -0.2460], [0.1541, 0.3250, 0.2650], [-0.0223, 0.0515, 0.0303], [-0.0877, -0.0833, -0.1674], [-0.0946, 0.1202, -0.1824], [0.1478, -0.1322, 0.2186], [-0.0410, -0.0596, -0.1147], [-0.0003, -0.0168, 0.0937], [-0.0433, -0.0510, -0.0215], [0.0335, 0.0236, 0.0539], [-0.0187, -0.0603, 0.0749], [-0.0022, -0.0194, -0.0970], [0.0892, -0.3308, 0.0896], [-0.0842, 0.0610, 0.0603], [0.0934, 0.0712, 0.1008], [-0.0483, 0.1421, -0.0651], [-0.0017, 0.0622, -0.0629]]
}

{
  "formula": "C14H24N4O5Ti",
  "method": "wB97M-V/def2-TZVPD",
  "multiplicity": 3,
  "e_lumo_ev": [-0.4, -0.8],
  "total_energy_ev": -54215.375,
  "e_above_lowest_kj_mol": 162.2,
  "gap_ev": [4.31, 6.29],
  "s2": 2.0401,
  "homo_ev": [-4.725, -7.098],
  "symbols": ["O", "H", "Ti", "N", "N", "O", "O", "C", "C", "C", "C", "H", "H", "H", "H", "H", "H", "H", "H", "O", "H", "H", "C", "H", "H", "H", "O", "H", "H", "N", "C", "C", "C", "C", "C", "C", "C", "C", "N", "C", "H", "H", "H", "H", "H", "H", "H", "H"],
  "xyz": [[-0.239, 3.424, 0.565], [-0.099, 4.183, 1.188], [0.057, 0.348, -0.067], [-0.945, 0.036, -1.821], [1.225, -1.003, -1.026], [-2.238, 0.497, -2.185], [2.372, -1.736, -0.575], [-0.418, -0.898, -2.659], [0.808, -1.446, -2.222], [-1.116, -1.330, -3.892], [1.650, -2.452, -2.883], [-1.914, -0.646, -4.173], [-1.548, -2.332, -3.802], [-0.416, -1.388, -4.728], [2.330, -2.926, -2.176], [2.252, -1.975, -3.660], [1.038, -3.214, -3.360], [-2.316, 1.452, -1.863], [2.813, -1.233, 0.135], [-0.922, -1.773, 0.869], [-1.891, -1.890, 0.904], [-0.625, -2.593, 0.439], [1.198, 1.911, -0.667], [0.616, 2.852, -0.174], [1.305, 1.977, -1.751], [2.204, 1.881, -0.250], [-2.352, 3.167, -1.148], [-1.986, 3.329, -0.237], [-1.593, 3.509, -1.654], [1.102, 0.110, 1.779], [0.440, 0.861, 2.821], [0.987, 1.008, 4.071], [0.260, 1.712, 5.049], [-0.993, 2.243, 4.765], [-1.598, 2.057, 3.492], [-2.904, 2.447, 3.146], [-3.414, 2.093, 1.906], [-2.654, 1.361, 0.998], [-1.392, 0.996, 1.300], [-0.851, 1.328, 2.526], [2.099, 0.325, 1.692], [0.992, -0.897, 1.949], [1.963, 0.581, 4.304], [0.668, 1.839, 6.052], [-1.572, 2.773, 5.527], [-3.493, 2.981, 3.886], [-4.406, 2.403, 1.609], [-3.027, 1.083, 0.011]],
  "forces_ev_per_a": [[-1.0463, 2.2596, 1.5223], [-0.0529, -0.9095, -0.9304], [-0.8637, 2.6074, -0.0741], [-0.3308, -0.4735, -0.6684], [0.7250, -1.0781, -0.0977], [0.7028, 0.3143, 0.3093], [-0.2217, 0.5607, 0.5296], [-0.5102, 0.7954, 0.7057], [0.1198, 0.3960, 1.3517], [-0.0025, -0.2005, -0.7048], [0.0393, -0.6501, -1.0699], [0.0869, 0.0002, 0.1728], [-0.0180, 0.0694, 0.1669], [0.0711, 0.0240, -0.0039], [-0.2616, 0.0358, -0.3255], [0.0495, -0.0738, -0.0624], [-0.0094, -0.0603, -0.1426], [0.4008, -0.6976, -0.0502], [-0.5257, 0.1552, -0.5816], [-0.3713, -0.8763, -0.3082], [0.4904, 0.4848, 0.1539], [0.1011, 0.2944, 0.0775], [0.5719, -1.9165, -0.7178], [-0.2741, 0.1072, 0.5322], [-0.0318, -0.1363, -0.1988], [0.2810, 0.0744, 0.2285], [0.5957, 0.0881, -0.2619], [0.1940, -0.2309, -0.3085], [-0.3560, 0.0103, 0.0969], [0.5471, -0.9612, -0.1782], [-0.9199, 0.3033, 0.0859], [0.1719, 0.4339, 0.9667], [-0.0264, 0.0454, -0.0936], [-0.1235, -0.0835, -0.2634], [0.8107, -0.5917, 0.3282], [-0.0925, 0.2951, 0.5453], [0.0201, -0.4533, -1.0489], [-1.1849, 0.3998, 0.7887], [1.3270, -0.6481, -0.6815], [0.0201, -0.0784, -0.0374], [-0.3842, 0.1035, 0.2648], [0.1941, 0.2927, 0.1703], [-0.2080, 0.1390, -0.0426], [-0.0030, -0.0623, -0.2778], [0.3088, -0.1647, -0.1851], [-0.0043, -0.0080, -0.2311], [-0.0435, -0.0516, 0.0298], [0.0371, 0.1159, 0.5192]]
}

{
  "formula": "C14H24N4O6",
  "method": "wB97M-V/def2-TZVPD",
  "multiplicity": 1,
  "e_lumo_ev": 0.4,
  "smiles": "COC(=O)OC.COC(=O)OC.CC#N.CC#N.CC#N.CC#N",
  "total_energy_ev": -33150.166,
  "e_above_lowest_kj_mol": 588.1,
  "gap_ev": 11.00,
  "homo_ev": -10.592,
  "symbols": ["C", "O", "C", "O", "O", "C", "H", "H", "H", "H", "H", "H", "C", "O", "C", "O", "O", "C", "H", "H", "H", "H", "H", "H", "C", "C", "N", "H", "H", "H", "C", "C", "N", "H", "H", "H", "C", "C", "N", "H", "H", "H", "C", "C", "N", "H", "H", "H"],
  "xyz": [[-22.538, -0.934, -24.671], [-21.775, -1.337, -25.777], [-21.917, -0.691, -27.044], [-22.176, 0.492, -27.299], [-21.506, -1.598, -27.958], [-21.349, -1.229, -29.333], [-22.854, 0.105, -24.765], [-21.911, -1.000, -23.781], [-23.488, -1.445, -24.513], [-22.276, -0.912, -29.811], [-20.932, -2.031, -29.942], [-20.621, -0.422, -29.417], [-29.148, 2.172, -24.025], [-27.737, 1.946, -23.741], [-26.836, 2.175, -24.695], [-27.155, 2.594, -25.785], [-25.612, 2.228, -24.132], [-24.587, 2.395, -25.106], [-29.478, 2.083, -25.060], [-29.402, 3.181, -23.702], [-29.834, 1.591, -23.409], [-23.987, 1.498, -25.262], [-23.946, 3.215, -24.782], [-24.958, 2.568, -26.116], [-34.117, -1.439, -22.761], [-32.635, -1.137, -22.947], [-31.471, -0.974, -23.079], [-34.424, -1.330, -21.720], [-34.358, -2.482, -22.965], [-34.668, -0.814, -23.463], [-28.518, -1.390, -24.681], [-27.144, -1.771, -24.370], [-26.073, -2.146, -24.098], [-29.131, -1.694, -23.832], [-28.785, -1.897, -25.608], [-28.587, -0.327, -24.911], [-26.388, 0.706, -28.445], [-27.732, 0.189, -28.103], [-28.780, -0.236, -27.828], [-25.994, 0.148, -29.294], [-25.681, 0.717, -27.615], [-26.582, 1.736, -28.741], [-25.958, -0.143, -21.408], [-24.570, -0.657, -21.291], [-23.457, -1.029, -21.254], [-26.093, 0.439, -22.320], [-26.209, 0.423, -20.511], [-26.589, -1.032, -21.391]],
  "forces_ev_per_a": [[-0.6515, 1.5679, 0.7932], [-0.3046, 0.6000, -3.5103], [0.8977, 0.9643, 0.6298], [0.0329, -3.0501, 1.1576], [-0.3937, -0.2405, 0.5343], [0.2927, 1.0077, -0.2353], [0.4246, 0.1750, -0.0424], [-0.0973, -0.2079, -0.1233], [0.2858, -0.7633, -0.3030], [-0.1378, 0.0351, 0.3523], [-0.1852, -0.4934, 0.7411], [-0.1552, 0.2296, 0.1417], [-0.4623, 0.9758, 0.1556], [-0.7797, -1.1805, 0.5338], [-1.2473, 2.7104, 0.3855], [0.6205, -1.0654, -0.2399], [-0.7358, -1.0388, -0.9617], [1.1209, 0.0296, -0.8016], [0.7147, -0.2383, -0.0737], [0.4147, 0.3094, -0.2241], [0.8538, -0.8005, 0.1244], [-0.0793, -0.0714, 0.6989], [-0.0901, -0.1003, -0.0566], [-0.3875, 0.5352, 0.3539], [1.2866, 0.0515, -0.2397], [2.3146, -0.2811, -0.0236], [-4.0904, -0.3844, 0.4487], [0.1512, 0.6189, -0.1123], [0.4593, -0.0179, -0.3947], [-0.1276, 0.0448, 0.3412], [0.4589, -0.1652, -0.2511], [2.0464, -0.6946, 0.4863], [-1.8944, 0.8434, -0.5399], [-0.2666, 0.2460, -0.2918], [-0.2835, -0.1358, 0.1659], [-0.0612, -0.0620, 0.3297], [-0.9210, 0.2647, -0.2227], [-0.9685, -0.9322, 0.7714], [1.7658, 0.7882, -0.5094], [0.0449, 0.0415, 0.1147], [-0.2701, -0.2342, 0.0223], [0.3686, 0.0850, -0.1009], [0.6221, -0.8100, 0.5652], [2.3996, -0.3442, -0.2784], [-2.9239, 0.9266, -0.0141], [0.0311, -0.0936, 0.1800], [0.1075, 0.2251, -0.1630], [-0.2004, 0.1300, -0.3139]]
}

{
  "formula": "C14H24N6O3PW",
  "method": "wB97M-V/def2-TZVPD",
  "multiplicity": 3,
  "e_lumo_ev": [-13.0, -12.1],
  "total_energy_ev": -41071.057,
  "gap_ev": [6.39, 7.27],
  "s2": 2.0287,
  "total_charge": 3,
  "homo_ev": [-19.346, -19.407],
  "symbols": ["W", "N", "C", "N", "C", "N", "N", "C", "N", "C", "C", "C", "C", "C", "N", "H", "H", "H", "H", "H", "H", "H", "H", "C", "C", "O", "P", "O", "C", "C", "O", "C", "C", "H", "H", "H", "H", "H", "H", "H", "H", "H", "H", "H", "H", "H", "H", "H", "H"],
  "xyz": [[0.000, 0.000, 0.000], [-3.260, -0.077, 1.088], [-2.420, 0.703, 1.859], [-2.957, 1.366, 2.868], [-2.112, 2.106, 3.565], [-2.619, 2.797, 4.647], [-0.816, 2.211, 3.331], [-0.368, 1.522, 2.274], [-1.151, 0.754, 1.507], [1.094, 1.639, 1.962], [1.943, 2.414, 2.763], [3.301, 2.508, 2.456], [3.798, 1.828, 1.355], [2.913, 1.080, 0.602], [1.594, 0.974, 0.876], [-4.204, 0.278, 1.131], [-2.854, -0.206, 0.170], [-3.469, 2.354, 4.972], [-1.896, 2.960, 5.333], [1.555, 2.949, 3.626], [3.961, 3.108, 3.076], [4.847, 1.878, 1.089], [3.247, 0.528, -0.272], [3.122, -0.023, -4.643], [2.063, -1.050, -4.284], [2.274, -1.552, -2.968], [1.422, -0.869, -1.771], [1.215, -2.181, -0.846], [0.211, -3.112, -1.238], [0.862, -4.378, -1.769], [2.644, -0.171, -0.973], [3.748, -0.944, -0.512], [5.028, -0.357, -1.079], [2.995, 0.320, -5.674], [4.125, -0.450, -4.537], [3.071, 0.845, -3.978], [2.152, -1.903, -4.967], [1.054, -0.640, -4.422], [-0.493, -2.703, -1.976], [-0.371, -3.358, -0.343], [1.438, -4.171, -2.677], [0.108, -5.134, -2.002], [1.562, -4.789, -1.034], [3.690, -2.008, -0.775], [3.767, -0.874, 0.581], [5.040, -0.446, -2.170], [5.904, -0.873, -0.678], [5.104, 0.710, -0.844], [0.335, -1.416, 0.964]],
  "forces_ev_per_a": [[0.3214, -2.5857, 1.5626], [1.8583, 1.3083, 0.7259], [-5.2494, -0.4672, 0.4556], [0.1791, -1.1289, -1.5851], [-2.2935, 1.4552, 3.1993], [1.3914, -2.2569, -2.0998], [3.0089, -1.1074, -2.7035], [1.0426, 3.0020, 3.7022], [2.9085, -0.2412, -1.9491], [0.5923, 1.0070, 1.2614], [-0.8954, -0.3563, -0.2047], [0.4251, 0.0312, -0.0923], [-0.9054, 0.5616, 1.0392], [1.3990, 3.1340, 2.9821], [-0.6525, 0.6858, 0.5856], [-0.4584, -0.4112, -0.1954], [-0.8943, -0.3194, -0.2273], [-0.3710, 0.5013, 0.2800], [-0.1781, 0.5821, 0.3149], [-0.1362, -0.1896, -0.2184], [-0.1539, -0.0233, 0.0057], [-0.1299, -0.0650, -0.0489], [0.9273, 5.5524, 3.6400], [0.0611, 0.0039, 0.3149], [0.4110, 0.4672, -2.7702], [-2.5174, 0.8802, 1.8167], [4.5984, -2.2680, -2.6139], [0.0365, 2.2429, 0.5842], [-1.4281, -2.1576, -0.1303], [0.4910, 0.0798, -0.2112], [-4.7945, -6.4576, -7.1912], [3.0049, -3.3497, 0.0025], [0.0208, 0.2098, -0.3644], [-0.0078, -0.0835, 0.1747], [-0.1625, -0.0183, -0.1464], [-0.0627, 0.0737, -0.1079], [-0.1156, 0.0585, 0.3157], [0.0885, -0.1113, 0.2410], [0.2097, 0.2940, -0.0985], [0.1336, 0.1595, -0.0159], [-0.1831, -0.0287, 0.0697], [0.0274, 0.1866, 0.1012], [-0.2433, 0.0378, 0.0005], [-0.3785, 0.4143, -0.0972], [-0.1881, -0.3767, -0.2123], [0.0144, -0.0653, 0.1693], [-0.1921, 0.0268, 0.0118], [0.1729, -0.1676, -0.0513], [-0.7325, 1.2803, -0.2214]]
}